# 1
{
  "formula": "C3H12N2OS",
  "method": "ωB97M-V/def2-TZVPD",
  "smiles": "NC[C@@H](N)CS.O",
  "e_above_lowest_ev": 1.895,
  "homo_lumo_gap_ev": 9.7,
  "e_tot_ev": -19166.846,
  "fmax_ev_per_a": 3.240,
  "lumo_ev": 0.85,
  "charge": 0,
  "symbols": ["N", "C", "C", "S", "C", "N", "H", "H", "H", "H", "H", "H", "H", "H", "H", "H", "H", "H", "O"],
  "positions_angstrom": [[0.4390, -0.2635, -1.4464], [0.4590, -0.2878, 0.0298], [1.4925, -1.4190, 0.2674], [2.0776, -1.6468, 1.9800], [0.5967, 1.1713, 0.4555], [-0.7353, 1.7777, 0.3174], [0.7172, 0.5340, -2.0758], [0.7618, -1.0529, -1.8974], [-0.4965, -0.7388, 0.4186], [1.1363, -2.3880, -0.1701], [2.4842, -1.1431, -0.2151], [0.8084, -1.1953, 2.4955], [1.3548, 1.3865, -0.3319], [1.1308, 1.4678, 1.4598], [-1.2374, 1.9509, 1.2111], [-1.2386, 1.3668, -0.4697], [-2.8089, -0.1497, -1.2258], [-3.6152, 0.7617, -0.4000], [-3.3266, -0.1318, -0.4029]]
}

# 2
{
  "formula": "C26H28CdCl3N13O3PS3",
  "method": "ωB97M-V/def2-TZVPD",
  "e_above_lowest_ev": 2.894,
  "homo_lumo_gap_ev": 6.2,
  "e_tot_ev": -136849.796,
  "fmax_ev_per_a": 1.295,
  "lumo_ev": -3.07,
  "charge": 1,
  "symbols": ["Cd", "N", "C", "N", "C", "C", "S", "C", "C", "S", "C", "N", "N", "H", "H", "H", "H", "H", "H", "Cl", "C", "Cl", "Cl", "C", "N", "C", "N", "C", "N", "C", "N", "C", "P", "C", "C", "H", "H", "H", "H", "H", "H", "H", "H", "H", "H", "H", "H", "N", "C", "C", "N", "C", "H", "H", "H", "H", "O", "S", "O", "O", "C", "N", "C", "C", "C", "N", "C", "C", "C", "N", "C", "C", "H", "H", "H", "H", "H", "H"],
  "positions_angstrom": [[1.2624, 0.0201, -0.3042], [4.1864, -1.7217, -1.8251], [4.3622, -0.4515, -1.3844], [3.3812, 0.3826, -1.1479], [3.8700, 1.6271, -0.7627], [5.2149, 1.6955, -0.6438], [5.9439, 0.1912, -1.0675], [2.9616, 2.7573, -0.6045], [3.2414, 4.0203, -1.0025], [1.9165, 5.0634, -0.6557], [1.0674, 3.7023, 0.0432], [1.7192, 2.5685, -0.0289], [-0.1087, 3.8957, 0.6651], [3.3240, -1.9142, -2.3101], [5.0005, -2.1959, -2.1807], [5.8153, 2.5248, -0.3128], [4.1268, 4.4008, -1.4814], [-0.5690, 4.7866, 0.5851], [-0.6832, 3.1117, 0.9196], [-4.0844, -0.5154, -2.8130], [-3.4553, -1.7667, -1.7305], [-3.9650, -1.4429, -0.0514], [-4.0494, -3.3642, -2.2223], [-1.9983, -1.7903, -1.7752], [-0.8491, -1.8111, -1.7800], [2.7987, -5.3720, 0.9235], [2.2899, -4.5485, 2.0137], [0.9324, -4.9823, 2.3326], [0.0446, -4.9294, 1.1779], [0.5991, -5.7259, 0.0912], [1.9515, -5.3085, -0.2624], [1.9853, -4.0033, -0.8858], [1.3008, -2.6461, 0.2286], [2.3553, -3.1321, 1.7088], [-0.2473, -3.5743, 0.7708], [2.8332, -6.4091, 1.2609], [3.8082, -5.0464, 0.6632], [0.5265, -4.3494, 3.1246], [0.9809, -6.0121, 2.6901], [-0.0432, -5.6336, -0.7866], [0.6365, -6.7705, 0.4039], [1.4176, -4.0282, -1.8202], [3.0276, -3.7641, -1.0990], [2.0224, -2.5729, 2.5876], [3.3926, -2.8595, 1.4916], [-0.9584, -3.5882, -0.0552], [-0.6992, -3.0457, 1.6141], [1.4503, 0.7886, 4.0327], [0.2340, 0.1599, 4.0466], [0.0018, -0.2195, 2.7611], [1.0596, 0.1732, 1.9692], [1.9117, 0.7781, 2.7707], [1.8996, 1.2201, 4.8238], [-0.3508, 0.0329, 4.9392], [-0.8511, -0.7418, 2.3614], [2.8482, 1.2154, 2.4680], [-7.0339, 2.5629, 0.7703], [-6.2165, 3.6979, 1.1406], [-4.9709, 3.3518, 1.8221], [-6.8937, 4.8525, 1.6683], [-5.5271, 4.2079, -0.5130], [-5.6983, 5.3688, -1.1218], [-4.9943, 5.5438, -2.2414], [-3.9096, 4.7349, -2.5586], [-3.7350, 3.6047, -1.7609], [-4.6662, 3.2702, -0.8733], [-2.5667, 2.7303, -1.6859], [-2.4588, 1.9714, -0.5098], [-1.3953, 1.1300, -0.3455], [-0.3987, 1.0083, -1.2439], [-0.4951, 1.7349, -2.3634], [-1.5526, 2.5808, -2.6303], [-5.2501, 6.4120, -2.8370], [-3.2223, 5.0068, -3.3485], [-3.2328, 2.0744, 0.2466], [-1.3063, 0.5231, 0.5451], [0.3136, 1.6201, -3.0753], [-1.5790, 3.1337, -3.5590]]
}